DFT (ωB97M-V/def2-TZVPD) results for a 5-piece molecular cluster, C20H39BN4O3Si overall.

E_tot, eV: -42027.9904
SMILES: CB(O)[SiH2]CCC(=O)O.CCCC#N.CCCC#N.CCCC#N.CCCC#N

Last column: Mulliken charge in e.
Element x y z (Å)
C: -1.06957 -0.97789 -1.36465  -0.86
B: 0.40569 -1.61154 -1.71628  0.65
O: 1.49028 -0.67436 -1.87600  -0.51
Si: 0.51839 -3.55329 -1.82945  0.33
C: 1.66771 -4.22453 -3.20605  -0.47
C: 1.72998 -5.85532 -3.16443  -0.41
C: 2.74191 -6.41022 -2.05306  0.37
O: 3.87550 -6.81517 -2.43310  -0.52
O: 2.36349 -6.49594 -0.67591  -0.46
H: -1.82675 -1.58319 -1.96865  0.31
H: -1.11470 0.14767 -1.53953  0.10
H: -1.25105 -1.16144 -0.25087  0.31
H: 2.30323 -0.98319 -1.42483  0.28
H: 1.07148 -4.01211 -0.52748  -0.27
H: -0.83852 -4.12572 -2.00912  -0.17
H: 2.72888 -3.80177 -3.20381  0.36
H: 1.17332 -3.97252 -4.22071  0.03
H: 0.70400 -6.32119 -2.93721  0.33
H: 2.09530 -6.27196 -4.17157  0.28
H: 2.40415 -5.61701 -0.24095  0.32
C: -1.34728 4.12270 1.78399  -1.09
C: -0.26557 3.59494 0.84840  -0.78
C: -0.58962 2.20942 0.28459  -0.28
C: -0.72167 1.21935 1.40554  0.35
N: -0.82476 0.44507 2.29010  -0.53
H: -1.46334 3.48629 2.66591  0.43
H: -1.08784 5.12237 2.13762  0.33
H: -2.31220 4.18249 1.27276  0.26
H: 0.68575 3.56168 1.38919  0.33
H: -0.13959 4.29691 0.01912  0.37
H: 0.20662 1.88114 -0.38871  0.26
H: -1.52413 2.23436 -0.28256  0.33
C: -4.18724 6.29341 3.94553  -1.03
C: -4.84321 7.41374 3.14492  -0.42
C: -4.84140 7.14799 1.63779  -0.41
C: -3.42960 7.02273 1.14275  0.28
N: -2.32054 6.92356 0.75397  -0.47
H: -3.13138 6.17806 3.68699  0.24
H: -4.23697 6.51163 5.01495  0.34
H: -4.69131 5.33838 3.76925  0.31
H: -4.32198 8.35284 3.35618  0.29
H: -5.87587 7.53584 3.48423  0.31
H: -5.33245 7.96946 1.11018  0.30
H: -5.38380 6.22641 1.40950  0.28
C: -0.23425 -0.65876 5.36698  -1.03
C: 0.51281 0.06506 6.48235  -0.42
C: 0.04516 -0.34880 7.87987  -0.39
C: -1.41193 -0.02733 8.04820  0.24
N: -2.55627 0.22619 8.18022  -0.44
H: -1.30195 -0.42630 5.37970  0.35
H: 0.15107 -0.35423 4.39262  0.26
H: -0.11650 -1.74337 5.45631  0.31
H: 0.38354 1.14443 6.35312  0.26
H: 1.58247 -0.14433 6.38786  0.31
H: 0.61802 0.18565 8.64195  0.28
H: 0.19499 -1.42095 8.03321  0.28
C: 4.28326 -4.25907 -6.23772  -0.80
C: 3.99047 -3.88811 -7.68803  -0.46
C: 3.30017 -2.52909 -7.82747  -0.41
C: 1.98456 -2.54800 -7.10467  0.30
N: 0.95106 -2.56556 -6.53670  -0.49
H: 3.36467 -4.35504 -5.65284  0.00
H: 4.80046 -5.22019 -6.18839  0.35
H: 4.91814 -3.50608 -5.76088  0.33
H: 3.36593 -4.66840 -8.13447  0.29
H: 4.93042 -3.86955 -8.24711  0.31
H: 3.12422 -2.30280 -8.88206  0.29
H: 3.92612 -1.73545 -7.41057  0.29

---

DFT (ωB97M-V/def2-TZVPD) results for C20H39MnN4O4 as an isolated structure.

E_tot, eV: -66815.6344
Multiplicity: 4
Expectation value of S²: 3.98
Net charge: +3

Last column: Mulliken charge in e.
Element x y z (Å)
Mn: -0.87540 0.39743 0.06818  0.67
C: 1.45128 -0.93780 -2.73400  -1.74
C: 0.79799 0.43445 -2.64538  0.12
C: 1.76509 1.57934 -2.22085  -1.71
C: 2.84153 1.44394 -1.09369  1.24
C: 3.18518 2.83163 -0.57676  -1.78
C: 4.09712 0.67167 -1.46187  -1.44
N: 2.10201 0.65204 0.02780  0.46
C: 2.26641 0.82189 1.50579  -0.98
C: 1.18009 0.01580 2.23303  -0.80
N: -0.27552 0.41359 2.04667  -0.08
C: -0.43089 1.84075 2.47267  -0.27
C: -0.03616 2.74208 1.32683  -0.08
O: 0.38554 3.84124 1.38526  -0.44
O: -0.22472 2.09806 0.11532  -0.32
C: -1.16123 -0.52815 2.89019  0.68
C: -2.56453 0.03843 3.09700  -1.89
C: -1.14036 -1.97421 2.37675  -1.91
C: -1.73143 -2.38046 1.01425  1.15
C: -1.45060 -3.87397 0.83400  -1.49
C: -3.22049 -2.10728 0.84737  -1.63
N: -0.92314 -1.62172 -0.06486  0.35
C: -1.20816 -2.02927 -1.48839  -0.57
C: -1.40785 -0.81900 -2.39364  -1.38
N: -0.61507 0.39657 -1.96252  0.61
C: -1.40638 1.59679 -2.39196  -0.51
C: -2.63217 1.70384 -1.50607  0.18
O: -3.61170 2.32352 -1.66058  -0.38
O: -2.50363 0.88389 -0.35880  -0.43
H: 2.39842 -0.82149 -3.25909  0.52
H: 0.87091 -1.64382 -3.32165  0.43
H: 1.67229 -1.40793 -1.77093  0.36
H: 0.50565 0.70124 -3.66593  0.55
H: 1.18894 2.48111 -2.01118  0.31
H: 2.32804 1.80825 -3.12812  0.77
H: 3.60129 3.40812 -1.40399  0.45
H: 3.95168 2.79241 0.19764  0.47
H: 2.31315 3.37534 -0.20864  0.33
H: 4.58858 1.16486 -2.30043  0.42
H: 3.90796 -0.36265 -1.74834  0.45
H: 4.80494 0.67675 -0.63167  0.40
H: 2.18175 -0.33504 -0.21593  0.59
H: 1.16526 1.01754 -0.15004  -0.60
H: 2.25172 1.88595 1.73149  0.49
H: 3.23670 0.43063 1.81006  0.58
H: 1.38941 0.08465 3.30376  0.39
H: 1.27976 -1.03661 1.96663  0.45
H: 0.15066 2.06018 3.36931  0.43
H: -1.47645 2.05102 2.68903  0.51
H: -0.66724 -0.55850 3.86632  0.46
H: -3.01358 0.44741 2.18989  0.39
H: -2.58458 0.80635 3.86761  0.51
H: -3.21457 -0.76161 3.44680  0.46
H: -1.69230 -2.54445 3.12662  0.55
H: -0.12661 -2.38145 2.43797  0.41
H: -1.94379 -4.42740 1.63307  0.47
H: -0.38247 -4.10132 0.88976  0.41
H: -1.84586 -4.25941 -0.10466  0.41
H: -3.75140 -2.55069 1.68971  0.45
H: -3.61656 -2.59198 -0.04497  0.52
H: -3.47915 -1.05291 0.80528  0.18
H: 0.03177 -1.93762 0.12106  0.55
H: -2.11996 -2.61924 -1.51290  0.60
H: -0.40127 -2.67398 -1.82591  0.54
H: -2.45704 -0.53451 -2.37481  0.63
H: -1.16611 -1.05205 -3.43139  0.45
H: -1.70919 1.49974 -3.43635  0.63
H: -0.82359 2.50807 -2.27683  0.48

---

DFT (ωB97M-V/def2-TZVPD) results for C20H39N2O2P3PtS as an isolated structure.

E_tot, eV: -70351.9390
Energy above the lowest of the compared OMol25 structures with the same formula, charge and spin, kcal per mole: 0.0
Multiplicity: 5
Expectation value of S²: 6.01
Net charge: +4

Last column: Mulliken charge in e.
Element x y z (Å)
P: 3.94191 -0.41428 0.30052  0.92
C: 4.27996 -0.54298 2.05689  -1.22
H: 5.36507 -0.48854 2.23211  0.48
H: 3.90071 -1.49746 2.44297  0.31
H: 3.79085 0.26691 2.61341  0.44
C: 3.66479 -2.01446 -0.43974  -1.02
H: 3.30551 -1.91255 -1.47391  0.40
H: 2.92319 -2.57456 0.14972  0.31
H: 4.62055 -2.56741 -0.44134  0.47
C: 5.29223 0.44059 -0.51418  -1.26
H: 6.20033 -0.17791 -0.48693  0.45
H: 5.49698 1.40550 -0.03140  0.44
H: 5.02706 0.63266 -1.56185  0.40
P: -0.93905 2.90784 -0.59918  0.92
C: -0.80987 2.96449 1.18561  -0.93
H: -1.19292 3.91304 1.58344  0.52
H: 0.23443 2.84150 1.47786  0.31
H: -1.38915 2.13907 1.59931  0.16
C: 0.11441 4.20083 -1.27462  -1.21
H: 0.11606 4.14193 -2.36755  0.36
H: 1.13816 4.03484 -0.92341  0.37
H: -0.21708 5.19336 -0.95571  0.46
C: -2.64931 3.23329 -1.05035  -1.15
H: -2.93149 4.26634 -0.82499  0.46
H: -3.29685 2.54893 -0.49329  0.35
H: -2.78257 3.03246 -2.11806  0.36
P: -2.98682 -2.59763 0.41005  0.83
C: -3.37831 -2.81104 2.15133  -1.14
H: -4.03156 -3.69131 2.26487  0.45
H: -3.89506 -1.91895 2.53770  0.43
H: -2.44305 -2.96001 2.71006  0.34
C: -4.48043 -2.64914 -0.58558  -1.19
H: -4.93961 -3.64803 -0.50853  0.45
H: -4.24262 -2.44082 -1.64032  0.39
H: -5.19605 -1.89161 -0.23230  0.42
C: -1.80275 -3.82552 -0.12901  -1.07
H: -2.35069 -4.74581 -0.39362  0.47
H: -1.09135 -4.05143 0.67840  0.40
H: -1.23659 -3.48056 -1.00393  0.35
Pt: -0.34648 1.01069 -2.05234  0.74
C: 2.56887 0.80238 0.17547  0.10
O: 1.96050 1.71605 0.59777  -0.38
C: -2.43963 -0.83748 0.30287  0.22
O: -2.39338 0.23756 0.79368  -0.51
C: -1.40416 -0.01706 -3.58766  -0.87
C: -0.86256 -0.94566 -2.66304  0.29
C: 0.51463 -0.90608 -2.33270  0.47
C: 1.34415 0.08579 -2.90935  -0.12
C: 0.79777 1.01486 -3.83252  -0.69
C: -0.57872 0.97287 -4.16406  -0.55
H: -2.48062 0.00970 -3.76060  0.46
H: -1.50959 -1.62640 -2.11921  -0.09
H: 0.90532 -1.55683 -1.54997  0.09
H: 2.37213 0.19334 -2.57585  0.27
H: 1.40712 1.84271 -4.19046  0.51
H: -1.02029 1.76759 -4.77432  0.48
S: 0.65695 -1.77497 1.59265  -0.28
C: 0.39964 -1.02452 3.09550  0.00
N: 1.16521 -1.13361 4.20905  -0.09
C: 0.72062 -0.29539 5.31472  -0.55
C: -0.50686 0.40233 4.73404  -0.48
N: -0.60387 -0.16023 3.40502  0.30
H: 1.96298 -1.75528 4.25270  0.23
H: 1.49943 0.41902 5.59777  0.32
H: 0.46674 -0.90730 6.18483  0.33
H: -0.36932 1.48755 4.69048  0.30
H: -1.40816 0.18486 5.31356  0.35
H: -1.31787 0.11049 2.73424  -0.09

---

DFT (ωB97M-V/def2-TZVPD) results for C20H39NO4RhS2Si2 as an isolated structure.

E_tot, eV: -71479.2319
Energy above the lowest of the compared OMol25 structures with the same formula, charge and spin, kcal per mole: 0.0
Multiplicity: 5
Expectation value of S²: 6.02
Net charge: +1

Last column: Mulliken charge in e.
Element x y z (Å)
Rh: -0.56792 -0.39943 -0.64507  0.44
C: -1.18578 -3.68719 -1.99956  -0.79
O: -0.94413 -2.94000 -0.80961  0.14
C: -1.57449 -3.54404 0.30824  -0.84
C: -1.23548 -2.75725 1.54170  -0.77
O: -1.56761 -1.37777 1.39301  0.45
C: -2.95139 -1.08739 1.59056  -0.83
C: -3.29998 0.11882 0.75821  -0.43
O: -2.96693 -0.08427 -0.61367  -0.14
C: -3.91874 -0.87646 -1.32097  -0.77
H: -0.85818 -4.72040 -1.86552  0.31
H: -0.61660 -3.22550 -2.79992  0.04
H: -2.25084 -3.67476 -2.24881  0.29
H: -1.20906 -4.56844 0.43992  0.59
H: -2.65615 -3.59947 0.13431  0.33
H: -0.16290 -2.79735 1.72123  0.17
H: -1.74572 -3.18029 2.41116  0.34
H: -3.13825 -0.87700 2.64763  0.37
H: -3.56117 -1.94853 1.30669  0.42
H: -2.72266 0.98290 1.08094  -0.18
H: -4.36423 0.34830 0.86133  0.51
H: -4.88585 -0.37051 -1.32943  0.29
H: -4.03037 -1.86610 -0.87121  0.25
H: -3.55975 -0.99147 -2.33994  0.26
C: -1.06896 1.65299 3.15127  -1.19
Si: 0.64508 0.99322 2.80304  0.37
C: 0.90569 -0.61508 3.69660  -0.92
C: 1.85918 2.21390 3.51196  -1.28
C: 0.88044 0.84088 0.93698  1.97
C: 0.50465 2.07145 0.19178  -1.33
C: 1.02414 3.35060 0.38077  -0.60
C: 0.51653 4.39424 -0.37398  -0.84
C: -0.49239 4.15181 -1.29750  -1.01
C: -0.94252 2.85571 -1.44404  -0.64
N: -0.45163 1.84928 -0.71806  1.28
Si: 2.29129 -0.17400 0.23590  0.41
C: 2.40780 -0.10057 -1.63246  -1.06
C: 2.32026 -1.95559 0.76411  -0.98
C: 3.86263 0.63174 0.85299  -1.24
H: -1.05463 2.26449 4.05715  0.56
H: -1.78301 0.84240 3.31584  0.21
H: -1.44135 2.28626 2.34146  0.32
H: 0.48825 -0.52455 4.70364  0.43
H: 1.96506 -0.85935 3.80502  0.30
H: 0.40253 -1.44268 3.20240  0.11
H: 1.76506 2.16907 4.60179  0.36
H: 1.64025 3.24076 3.21487  0.35
H: 2.89489 1.99198 3.25633  0.33
H: 1.81789 3.51445 1.09477  0.52
H: 0.90692 5.39555 -0.24374  0.49
H: -0.91258 4.94607 -1.89756  0.47
H: -1.71191 2.59525 -2.16183  0.50
H: 1.92674 -0.94579 -2.13145  0.10
H: 3.47596 -0.14792 -1.86588  0.56
H: 2.01111 0.82664 -2.05297  0.25
H: 1.65829 -2.58166 0.15910  0.16
H: 2.07043 -2.08724 1.81596  0.30
H: 3.34395 -2.31457 0.62111  0.53
H: 3.87675 1.70139 0.62565  0.33
H: 4.72551 0.16923 0.36519  0.42
H: 3.98553 0.51221 1.93156  0.27
C: 1.91321 1.10179 -5.48681  -0.81
O: 0.80782 1.00305 -4.55409  -0.26
C: 0.38260 -0.18792 -4.24188  0.24
S: 0.93399 -1.64470 -4.70772  -0.12
S: -0.88038 -0.27834 -3.07501  -0.29
H: 2.07979 2.16596 -5.60424  0.26
H: 1.63454 0.64001 -6.43097  0.39
H: 2.78873 0.61121 -5.06826  0.36